{
  "formula": "C22H28N4O",
  "method": "wB97M-V/def2-TZVPD",
  "e_above_lowest_kj_mol": 231.5,
  "e_lumo_ev": 0.68,
  "homo_energy_ev": -7.3,
  "e_tot_ha": -1149.37244,
  "fmax_ev_per_a": 1.086,
  "elements": ["C", "H", "H", "H", "C", "N", "C", "C", "C", "C", "C", "C", "H", "H", "C", "N", "N", "C", "O", "C", "N", "C", "C", "C", "C", "C", "C", "C", "C", "C", "H", "H", "H", "H", "H", "H", "H", "H", "H", "H", "H", "H", "H", "H", "H", "H", "C", "H", "H", "C", "H", "H", "H", "H", "H"],
  "coordinates": [[-6.78, 1.25, 1.63], [-6.22, 1.03, 0.73], [-7.68, 0.64, 1.64], [-7.08, 2.30, 1.61], [-5.93, 0.97, 2.87], [-5.38, -0.36, 2.92], [-4.20, -0.67, 2.29], [-3.51, 0.27, 1.50], [-2.31, -0.03, 0.90], [-1.73, -1.29, 1.05], [-2.40, -2.23, 1.82], [-3.61, -1.93, 2.42], [-4.08, -2.70, 3.02], [-1.98, -3.22, 1.96], [-0.47, -1.61, 0.42], [0.16, -0.76, -0.29], [1.33, -1.12, -0.85], [2.05, -0.27, -1.64], [1.72, 0.86, -1.89], [3.33, -0.93, -2.19], [4.30, 0.03, -2.63], [5.09, 0.69, -1.71], [4.96, 0.50, -0.33], [5.83, 1.10, 0.55], [6.85, 1.91, 0.10], [6.98, 2.13, -1.26], [6.12, 1.53, -2.17], [6.22, 1.79, -3.64], [4.81, 1.87, -4.19], [4.12, 0.53, -3.98], [3.04, 0.65, -4.17], [4.52, -0.21, -4.68], [4.80, 2.11, -5.26], [4.26, 2.65, -3.66], [6.77, 2.72, -3.83], [6.77, 0.98, -4.14], [7.76, 2.78, -1.64], [7.54, 2.38, 0.79], [5.70, 0.93, 1.61], [4.15, -0.10, 0.06], [3.04, -1.53, -3.06], [3.77, -1.59, -1.45], [1.68, -2.07, -0.68], [-0.08, -2.62, 0.59], [-1.80, 0.71, 0.30], [-3.92, 1.26, 1.34], [-6.22, -1.40, 3.47], [-5.64, -2.02, 4.16], [-7.00, -0.92, 4.06], [-6.87, -2.29, 2.41], [-6.11, -2.76, 1.78], [-7.46, -3.07, 2.88], [-7.53, -1.71, 1.77], [-6.55, 1.11, 3.77], [-5.11, 1.69, 2.93]],
  "lowdin_charge": [-0.07, 0.07, 0.06, 0.07, -0.23, -0.12, -0.22, -0.02, -0.02, -0.23, -0.04, -0.03, 0.10, 0.11, -0.11, 0.07, 0.02, -0.46, 0.10, -0.10, -0.09, -0.17, -0.02, -0.10, -0.11, -0.05, -0.17, -0.14, -0.16, -0.17, 0.12, 0.12, 0.11, 0.13, 0.11, 0.12, 0.11, 0.09, 0.10, 0.10, 0.14, 0.12, 0.15, 0.12, 0.11, 0.10, -0.22, 0.11, 0.12, -0.07, 0.07, 0.07, 0.06, 0.11, 0.11]
}

=====

{
  "formula": "C22H28N4O2Re",
  "method": "wB97M-V/def2-TZVPD",
  "charge": 4,
  "e_lumo_ev": [-13.96, -15.13],
  "multiplicity": 2,
  "homo_energy_ev": [-22.2, -22.1],
  "e_tot_ha": -1301.34023,
  "fmax_ev_per_a": 0.454,
  "elements": ["Re", "C", "N", "C", "C", "C", "C", "C", "C", "N", "C", "C", "C", "C", "C", "C", "N", "C", "C", "C", "C", "C", "N", "H", "H", "H", "H", "H", "H", "H", "H", "H", "H", "H", "H", "H", "H", "H", "H", "H", "H", "C", "O", "C", "C", "O", "C", "H", "H", "H", "H", "H", "H", "H", "H", "H", "H"],
  "coordinates": [[0.16, -0.18, -0.49], [2.05, 1.26, 1.26], [0.60, 1.38, 0.87], [-0.27, 1.29, 2.12], [-1.30, 0.19, 2.04], [-2.26, -0.01, 3.02], [-3.13, -1.08, 2.90], [-3.02, -1.94, 1.81], [-2.05, -1.69, 0.87], [-1.21, -0.64, 0.99], [0.37, 2.70, 0.18], [-0.99, 2.60, -0.44], [-1.83, 3.67, -0.67], [-3.09, 3.42, -1.22], [-3.46, 2.10, -1.49], [-2.57, 1.08, -1.22], [-1.34, 1.33, -0.73], [2.25, -0.17, 1.65], [3.17, -0.64, 2.57], [3.21, -2.00, 2.84], [2.31, -2.86, 2.21], [1.41, -2.33, 1.30], [1.40, -1.01, 1.01], [2.27, 1.95, 2.07], [2.67, 1.55, 0.40], [-0.74, 2.25, 2.30], [0.38, 1.10, 2.97], [-2.31, 0.66, 3.87], [-3.88, -1.25, 3.66], [-3.67, -2.79, 1.69], [-1.92, -2.33, 0.00], [1.16, 2.85, -0.56], [0.44, 3.51, 0.91], [-1.52, 4.68, -0.42], [-3.77, 4.23, -1.42], [-4.44, 1.87, -1.89], [-2.84, 0.05, -1.41], [3.83, 0.06, 3.07], [3.92, -2.39, 3.56], [2.30, -3.92, 2.42], [0.69, -2.96, 0.79], [-0.06, 0.82, -3.54], [-0.38, -0.22, -2.53], [-0.25, -1.60, -3.02], [1.20, -1.96, -2.87], [1.60, -1.40, -1.57], [3.08, -1.47, -1.43], [-0.78, 0.69, -4.36], [0.96, 0.69, -3.89], [-0.20, 1.78, -3.06], [-0.61, -1.65, -4.05], [-0.91, -2.20, -2.39], [1.83, -1.53, -3.64], [1.35, -3.04, -2.85], [3.36, -2.52, -1.51], [3.35, -1.07, -0.46], [3.52, -0.88, -2.23]],
  "mulliken_spin": [0.97, 0.00, 0.01, 0.03, 0.01, 0.00, 0.00, -0.01, -0.01, 0.02, 0.01, 0.01, 0.00, 0.00, 0.00, -0.01, -0.07, -0.01, 0.00, 0.01, 0.00, 0.02, -0.06, 0.00, -0.01, 0.00, 0.00, 0.00, 0.00, 0.00, 0.00, 0.00, 0.00, 0.00, 0.00, 0.00, 0.00, 0.00, 0.00, 0.00, 0.00, 0.00, 0.03, 0.01, -0.01, 0.04, 0.01, 0.00, 0.00, 0.00, 0.00, -0.01, 0.00, 0.00, 0.00, 0.00, 0.00]
}